No. 1
143
Properties=species:S:1:pos:R:3:forces:R:3:lowdin_charge:R:1 method="wB97M-V/def2-TZVPD" de_lowest_kcal_mol=77.6 smiles=C1CCOC1.C1CCOC1.C1CCOC1.C1CCOC1.C1CCOC1.C1CCOC1.C1CCOC1.C1CCOC1.C1CCOC1.C1CCOC1.C1CCOC1 lumo_energy_ev=0.407 orbital_gap_ev=9.651 total_charge=0
H 3.927376 -2.754070 0.029509 0.4819 -0.4313 0.0147 0.11
H 2.266922 -4.451269 4.902706 0.2965 -0.1003 -0.3752 0.11
H -3.633524 0.184260 -4.598895 -0.0742 0.2410 0.1680 0.10
C 3.287014 2.189005 0.758446 1.4044 0.0080 1.8099 -0.15
H -3.415862 2.994717 -4.944348 -0.0751 -0.1311 0.3762 0.11
H 3.659346 -1.238129 -0.665372 -0.1208 0.1870 -0.5943 0.10
C 4.803592 2.340837 0.596208 0.2511 -0.2478 0.6690 -0.15
H 3.917823 -2.130200 -2.922094 0.6510 -0.1826 -0.4516 0.12
H -1.844167 -1.910018 3.733201 0.0368 -0.5296 -0.3616 0.09
H 5.163069 1.418077 0.140810 0.0680 -0.0232 -0.1949 0.10
H -6.051550 -1.423765 -4.529620 -0.0518 0.1292 -0.0276 0.10
C -5.270609 3.530896 -0.137380 -0.6849 -0.1270 -0.2159 -0.14
O -3.863778 -2.443155 6.237002 0.0099 -0.4327 -0.2750 -0.13
H 0.671430 0.762660 1.525280 0.0722 0.3336 -0.2228 0.11
C -3.684107 -2.249623 4.830419 0.4276 0.0340 -0.2976 -0.18
C 4.220762 -2.157079 -0.833987 -0.3455 0.6897 0.5614 -0.20
C -2.154964 2.709924 3.138691 0.4119 0.8476 -0.1349 -0.16
H -1.359144 5.299013 -5.109795 -0.4276 0.2020 -0.1191 0.12
H 0.506195 -7.456862 0.716150 -0.0407 0.0170 -0.3113 0.11
H 4.602829 2.722322 -2.513953 0.3325 -0.7008 -0.6948 0.10
C 3.620438 2.770209 -2.983764 0.4856 2.2380 -0.2981 -0.17
O -2.832065 3.284296 1.997315 0.6025 0.7291 0.7305 -0.17
H 5.078101 3.173850 -0.050957 0.1432 0.0860 0.2252 0.10
H 6.119557 -1.595056 -0.018819 0.2102 -0.2052 0.2725 0.11
H 4.537487 0.657180 3.178558 0.4561 0.2878 0.5979 0.11
C -0.963487 4.753147 2.514783 -0.2051 0.4017 -0.7190 -0.17
H -2.353282 -2.518403 7.721662 -0.9089 -0.1632 0.2420 0.11
O 1.802241 -2.754086 3.777739 -0.4106 -1.1176 0.8642 -0.17
H -1.125487 1.577838 -5.307006 -0.1709 -0.1009 0.4445 0.10
C -2.680191 -1.967326 6.839884 1.2408 -0.1775 -0.3210 -0.21
H -4.746270 4.219839 0.524836 -0.1330 0.0178 -0.1127 0.10
C 4.066161 -3.083240 4.556724 -1.4453 -1.5938 1.2634 -0.16
C -5.011050 -1.421767 -4.854352 -0.3726 -2.2464 0.3195 -0.15
C -1.771570 4.432075 -4.593638 -1.9921 1.5534 0.6087 -0.19
H -1.762245 4.424365 4.463406 0.0438 -0.1280 0.0613 0.11
C -4.425497 3.066564 -1.316038 0.4822 1.1671 1.4080 -0.24
H 2.605376 1.705526 -6.095511 0.1025 0.2634 -0.0078 0.12
H -4.563838 -3.474473 -5.521805 1.3307 0.1824 -0.4373 0.11
C 3.509881 3.079841 -4.510169 1.3765 -1.3730 -1.2617 -0.12
C 4.023354 -2.767738 3.102245 0.0865 1.1374 -1.3034 -0.16
C -5.578705 1.174441 -0.504917 0.1534 0.7112 -0.8590 -0.19
C 4.247546 1.648024 2.828883 0.0480 -0.1572 0.1661 -0.23
H 3.888881 2.293812 3.630387 -0.2192 -0.2428 0.3451 0.12
H 2.722652 -1.000329 3.298626 0.1870 0.2692 -0.0913 0.11
H -2.077305 -1.031770 -3.348089 0.0349 0.0572 -0.2079 0.11
H 2.762756 3.852423 -4.691854 0.1261 -0.1947 -0.2201 0.10
O -1.992241 3.038136 -6.420555 1.5352 0.1725 -0.1434 -0.14
O -4.730718 1.736581 -1.538001 -0.4849 -1.8403 -0.7418 -0.14
C -0.414166 -4.540717 0.059629 -0.5029 -0.1867 0.7829 -0.19
C 2.659634 -2.030366 2.947687 0.6423 -0.4250 0.2148 -0.21
H -6.181882 3.982305 -0.529710 -0.1151 0.2040 0.2179 0.11
C -5.596465 2.213323 0.552344 0.1983 0.1839 1.0366 -0.18
H -1.274648 3.483384 0.786116 0.4791 0.3831 -0.3305 0.10
H -1.299094 -3.922198 -0.090122 -0.2581 -0.2537 -0.3781 0.11
C 0.239368 0.370923 0.604431 -0.2149 -0.1761 0.2051 -0.18
C -1.979768 0.203398 -0.097985 -2.5669 1.1930 -1.6707 -0.16
H -3.533972 4.402994 -5.973474 0.3430 0.0101 -0.3445 0.12
C -0.655801 3.516618 -4.382222 0.6039 -2.6616 -1.6268 -0.17
H -4.570851 3.711877 -2.182381 -0.0269 -0.3165 -0.2988 0.12
C -1.849579 4.171992 1.405285 0.0838 -0.5417 -0.1122 -0.18
H 3.177152 0.701002 -2.437132 0.3951 0.0115 0.1701 0.11
H 1.829423 1.796887 -2.235302 0.0522 0.1377 0.0865 0.11
C 2.730557 1.617881 -2.821821 -1.8063 -2.4051 -1.1426 -0.19
C 6.229832 -3.275844 -1.408444 0.2000 1.2495 0.5669 -0.21
C 5.694510 -1.913847 -0.970551 1.3784 0.5075 1.8296 -0.19
H -2.911579 2.293092 3.803445 -0.0219 0.4300 0.1710 0.12
H -5.160038 0.249899 -0.107379 -0.0075 -0.1689 -0.4866 0.12
H 2.815969 3.098804 1.130573 -0.1798 0.4267 -0.8493 0.12
C -3.079531 -1.460048 -3.333354 -0.4437 0.1461 -0.4429 -0.22
O -0.713607 -5.940834 -0.101200 0.6565 -0.1901 1.6557 -0.13
H 4.032346 -3.667063 2.486435 -0.0277 -0.0563 0.0200 0.11
C 5.338308 2.392985 2.077636 -0.0329 0.3477 -1.2728 -0.14
H -2.726547 -0.909793 7.099798 -0.4270 0.1506 0.0720 0.11
C -0.838159 2.578587 -5.629572 -0.5868 -0.7666 0.4807 -0.15
H -6.604255 1.045546 -0.850950 0.1085 -0.4223 -0.6013 0.12
H 7.229872 -3.195287 -1.834517 -0.2582 -0.0167 -1.0603 0.11
H -1.165160 5.777209 2.828973 -0.3559 0.1138 -0.5354 0.11
H -1.084318 -1.179133 5.648091 0.5648 -0.2595 0.2169 0.11
O 2.213962 1.273356 -4.164743 -0.6062 -1.0410 1.1930 -0.17
H 4.421117 -2.303520 5.230617 -0.1154 0.2697 -0.3551 0.11
H 0.058755 4.765789 2.136677 0.1489 -0.2607 0.3027 0.11
C -1.214690 1.078283 -1.088350 0.6374 -0.3371 0.5757 -0.18
H 5.436911 3.434027 2.385249 -0.2060 -0.0044 0.1583 0.10
H 4.542399 -4.005921 4.888314 0.7342 0.0916 -0.5448 0.11
H -4.384031 -2.812221 4.212605 -0.0991 -0.4251 0.5329 0.12
H -5.013906 -1.233789 -5.928016 0.2738 0.3822 0.1524 0.11
H -0.838258 -2.921944 6.134577 0.2691 0.4086 0.0967 0.11
H 3.181500 -3.532888 -2.171435 -0.1465 0.1398 0.0200 0.12
H 5.956853 -1.069493 -1.607997 -0.3255 -0.2556 -0.6338 0.11
H 2.177697 -2.037839 1.970049 0.4943 0.0993 -0.2942 0.10
C -0.147099 -6.659932 1.071419 -0.1637 -0.0482 -0.5967 -0.16
H -3.271385 -1.699783 -2.287501 -0.4452 -0.1241 0.1915 0.10
H 0.326960 -4.237327 -0.679832 0.2544 -0.0360 0.0566 0.11
H -0.915864 -7.167190 1.654341 -0.4709 0.3363 -0.1295 0.11
H 3.988651 1.023061 -5.216885 0.2981 -0.0293 0.0538 0.11
H 0.825638 -3.590310 1.565160 -0.3502 0.3123 0.1103 0.08
H 6.464015 -3.849455 -0.511655 -0.7414 -0.6120 0.1570 0.11
H 4.840107 -2.119824 2.784078 0.1235 -0.0744 -0.1227 0.10
H -0.921672 0.607389 -2.026700 0.3435 -0.6849 0.0474 0.11
H -0.282072 3.518717 4.082147 -0.2728 -0.3927 0.3348 0.11
H -0.754592 2.765784 -3.598262 0.1745 0.8014 0.7298 0.10
H 1.634031 -5.650942 1.394017 0.4881 -0.1359 0.7146 0.11
H -2.576954 0.911806 0.476149 -0.6056 -0.0669 -0.2224 0.11
H -2.601897 -0.475659 -0.681025 -0.2956 -0.0883 0.4959 0.10
H -2.172144 4.754293 -3.632478 -0.3242 0.3117 -0.0697 0.10
H 0.310548 4.020372 -4.405042 -0.0365 -0.2422 0.3020 0.10
C -4.416377 -2.859967 -4.633697 0.0641 0.6940 0.8794 -0.16
C 2.564119 -3.405747 4.821092 -0.5066 1.7782 0.4057 -0.17
C -2.825369 3.726430 -5.495726 1.3483 0.0279 0.7503 -0.19
C 0.039573 -4.343629 1.513065 0.5159 0.7627 -0.1879 -0.19
H -1.706170 1.982573 -1.447236 -0.2557 0.1076 0.5839 0.10
H -1.374561 -0.349565 1.894502 -0.1710 0.2535 -0.0484 0.10
H -4.758336 -0.052253 -3.233092 0.3054 0.2310 -0.0563 0.09
C -1.541541 -2.155408 5.809121 0.3333 0.3415 0.5602 -0.18
O -3.071774 -2.615817 -4.124795 -0.1959 -1.2706 -1.5013 -0.14
H 0.131262 2.355393 -6.075098 -0.3605 0.7469 -1.2846 0.10
C 0.663949 -5.651535 1.891044 -0.1856 -0.5439 -1.2382 -0.17
H -2.259885 4.974404 0.792182 -0.6329 -0.3712 -0.0138 0.12
C 4.037640 -2.860106 -2.121488 -0.7885 -1.9883 -0.4459 -0.17
C -1.052993 -0.403277 0.854400 1.3318 -1.2076 0.8236 -0.16
C -2.187785 -2.573411 4.526891 -1.6238 0.5257 -0.2734 -0.16
H 6.316554 1.942914 2.246646 -0.0104 -0.0851 -0.3842 0.10
H 3.215161 3.598793 -2.403002 -0.3030 0.3123 -0.2690 0.11
H 2.262555 -2.913469 5.745666 -0.0736 -0.1861 0.3096 0.11
H -4.873478 -3.522255 -3.898490 -0.6667 0.5897 0.5719 0.11
H 0.680943 -5.827386 2.966637 0.2638 -0.1588 -0.1978 0.12
H 4.427983 3.222214 -5.080200 0.4109 1.2905 0.6667 0.10
H -3.398733 3.163104 -0.963149 0.4817 -0.0740 -0.3834 0.09
H -6.583879 2.194894 1.013611 0.2772 0.2092 0.5313 0.12
H -0.744805 -4.081438 2.223073 -0.2507 0.1405 -0.3402 0.10
O 5.185559 -3.797718 -2.221837 -0.2671 0.9901 -0.1809 -0.11
H 2.873883 1.782133 -0.164524 -0.5995 -0.2300 0.6090 0.09
C -4.142791 -0.554144 -3.979624 0.2588 0.9542 0.2973 -0.15
H -2.046964 -3.630786 4.302776 -0.0101 0.1448 -0.1670 0.11
H -1.516311 1.867155 2.874175 0.1285 -0.1278 -0.5518 0.10
H 0.942166 -0.358090 0.201042 0.4681 0.3487 -0.5171 0.11
H -3.913727 -1.208581 4.603240 0.2338 0.3846 -0.0597 0.11
H -0.890338 -1.466803 0.679605 0.0449 -0.0802 -0.1423 0.10
C 3.131279 1.691818 -5.140869 -0.9681 1.4630 1.7183 -0.20
H -4.782999 1.934747 1.222250 -0.2740 0.4766 0.5474 0.10
O -0.098513 1.437124 -0.289827 1.3034 0.4625 0.1412 -0.15
O 3.212045 1.324365 1.939986 -1.1538 -0.2214 -1.8545 -0.18
C -1.238613 3.863404 3.689295 -0.3067 -1.1492 0.7242 -0.15

No. 2
14
Properties=species:S:1:pos:R:3:forces:R:3:lowdin_charge:R:1 method="wB97M-V/def2-TZVPD" de_lowest_kcal_mol=36.0 lumo_energy_ev="-0.523 / -0.523" orbital_gap_ev="8.456 / 8.454" total_charge=0
H -0.893616 1.555489 1.102640 -1.3459 0.8181 1.9750 0.06
O -4.174509 -0.903298 -0.602874 1.2410 -0.0164 0.6094 -0.30
H 0.698586 -2.678690 0.258375 -0.0087 0.1947 -0.4550 0.12
C -0.294121 -0.872515 0.154352 -2.3427 -2.1023 0.9224 -0.52
O -1.468067 -1.296693 0.407398 2.8758 0.7751 -0.1395 -0.03
N -2.474210 0.924637 -0.999578 2.2470 -0.0204 1.3105 -0.20
O -3.282272 0.390174 1.314504 -0.1896 -0.6636 1.1953 -0.33
H 1.524203 -1.250108 -0.513611 -0.7712 -1.8209 1.5525 0.14
S -3.163547 -0.041022 -0.035642 -0.7345 2.4165 -1.5352 0.54
N 0.099986 0.395798 -0.114255 0.7527 0.8056 -1.4131 0.01
H -0.485681 2.437621 -0.556936 -0.0343 -1.4898 1.3402 0.13
N 0.791330 -1.682471 0.118856 1.0336 0.6477 -1.2213 0.17
H 0.852734 0.352374 -0.810914 -0.7099 0.9905 0.3864 0.16
C -0.661191 1.525451 0.101866 -2.0135 -0.5347 -4.5276 0.05